No. 1
Entry from the Open Molecules 2025 dataset: a molecular structure, CHNO3 in a non-equilibrium geometry (ωB97M-V with the def2-TZVPD basis set).

```
6
Properties=species:S:1:pos:R:3:forces:R:3:mulliken_charge:R:1
O -2.1380 1.4083 -0.0423 -0.35 1.49 0.25 -0.435
O -0.8722 -1.6035 -0.0552 -2.23 3.41 -0.32 -0.126
O -2.3647 -0.9038 0.0943 3.82 -0.33 -0.04 -0.165
N -0.4295 -0.1826 -0.1274 2.37 -0.57 -0.34 -0.095
C -1.6376 0.3566 0.0026 -1.64 -2.39 -0.72 0.503
H 0.3785 0.2209 -0.7272 -1.96 -1.61 1.17 0.317
```
Positions in Å, forces in eV/Å.

LUMO energy = -1.125 eV
HOMO level = -10.820 eV
frontier orbital gap = 9.70 eV
relative energy (zero: lowest compared OMol25 entry of this formula, charge and spin) = 322.9 kJ/mol
total charge = 0
spin multiplicity = 1



No. 2
Entry from the Open Molecules 2025 dataset: 2 unconnected molecules or ions with the total composition C3HF3S in a non-equilibrium geometry (ωB97M-V with the def2-TZVPD basis set).

```
8
Properties=species:S:1:pos:R:3:forces:R:3:mulliken_charge:R:1
S -2.8377 1.0873 0.2025 0.44 0.26 0.26 -0.189
F -0.1538 4.2504 -0.3638 -0.45 0.08 1.70 -0.184
F -0.6698 4.1905 1.8626 -0.18 0.72 -1.12 -0.166
F -2.2047 4.5740 0.2494 0.41 0.33 0.91 -0.139
C -0.4462 -0.4375 -0.0423 -1.70 1.20 0.35 -0.043
C -1.4193 0.3216 0.0999 0.56 -0.99 -0.46 -0.131
C -1.0654 4.0088 0.6117 0.12 -1.19 -1.52 0.477
H 0.1285 -1.1970 -0.4767 0.79 -0.41 -0.13 0.374
```
Positions in Å, forces in eV/Å.

LUMO energy (spin up / spin down) = -0.315 / -2.567 eV
HOMO level (spin up / spin down) = -9.278 / -8.899 eV
frontier orbital gap (spin up / spin down) = 8.96 / 6.33 eV
relative energy (zero: lowest compared OMol25 entry of this formula, charge and spin) = 367.4 kJ/mol
total charge = 0
spin multiplicity = 1



No. 3
Entry from the Open Molecules 2025 dataset: a molecular structure, C70H75N3O4P2SSeTeV in a non-equilibrium geometry (ωB97M-V with the def2-TZVPD basis set).

```
158
Properties=species:S:1:pos:R:3:forces:R:3:lowdin_spin:R:1
Te -3.0123 0.5630 -3.3663 0.10 0.19 0.06 0.000
Se 0.1128 1.2243 2.2691 -0.25 -0.16 0.20 0.003
V -0.3537 -0.8184 -0.3424 0.61 1.31 0.19 0.977
S 1.9070 -2.5397 1.9287 0.49 0.13 -0.64 0.002
P -0.0106 -0.3648 -2.6692 0.26 0.14 -0.19 0.005
P -1.3406 1.8444 -1.2914 0.15 0.37 -0.16 0.004
O -1.7335 0.2983 -0.7974 0.15 0.16 0.27 0.039
O 0.2798 1.9839 -0.7375 0.12 0.11 -0.08 -0.001
O 2.3533 -3.9153 2.0222 0.03 -0.01 0.09 0.000
O 1.3621 -1.9463 3.1156 -0.20 0.10 0.30 0.001
N -0.9683 -2.6493 -0.4246 -0.44 -1.30 0.29 -0.004
N 0.9940 -2.2999 0.6327 -0.93 -0.86 0.00 0.016
N -4.3295 3.0127 -7.4536 0.02 -0.01 0.01 0.000
C 3.3336 -1.5687 1.4854 0.07 -0.01 0.09 0.000
C -6.2939 2.1131 -0.5285 0.00 0.06 0.09 0.000
C -5.0464 0.2558 2.6940 0.10 0.08 -0.12 0.000
C 1.0328 3.8911 2.3037 0.02 0.01 -0.04 0.000
C -1.0305 -2.2529 -6.2068 0.02 0.05 0.03 0.000
C -3.3781 4.4799 4.8482 0.03 -0.05 -0.04 0.000
C -1.6168 3.6560 -1.9029 0.12 0.09 0.02 0.000
C 1.7648 3.3195 -2.8871 -0.02 -0.13 -0.23 0.000
C 2.0364 0.3033 -4.5382 -0.04 0.28 -0.06 0.000
C 3.2367 6.7459 2.5563 0.02 0.00 0.00 0.000
C -0.1112 -4.6095 0.6393 0.15 -0.02 0.05 -0.002
C -2.0457 -3.3360 -0.8376 0.26 0.32 0.00 -0.018
C -1.8969 4.0021 -3.2267 0.06 0.03 -0.03 0.000
C 3.3406 0.3601 -4.9960 0.02 -0.01 0.06 0.000
C -0.9627 1.1809 -3.0370 -0.12 -0.50 0.20 0.001
C 3.2170 -0.1954 1.3305 0.09 0.07 -0.06 0.000
C -0.0082 -3.2542 0.3341 0.25 0.37 -0.25 -0.008
C -3.5611 2.9002 0.3213 -0.11 0.19 0.03 -0.001
C 1.6372 5.7358 -2.4240 -0.04 0.00 -0.09 0.000
C -1.5766 4.7078 -0.9784 -0.10 0.01 0.00 0.000
C -1.9000 2.6919 3.6582 -0.19 0.16 -0.02 0.000
C 1.7398 -0.1534 -3.2546 -0.26 0.06 -0.23 0.004
C -2.1714 5.3119 -3.6060 0.01 -0.01 0.09 0.000
C -3.0784 2.5709 -7.3140 -0.04 -0.03 0.09 0.000
C 6.7897 0.8230 0.5709 0.00 -0.02 0.00 0.000
C -0.7818 -1.2869 -5.2441 -0.05 -0.07 -0.09 -0.001
C 1.7668 6.3212 2.6806 -0.02 -0.04 -0.01 0.000
C 2.0789 4.3796 -1.8579 -0.09 0.07 0.11 0.000
C -4.5460 3.9763 5.7066 -0.03 0.01 0.03 0.000
C -3.4852 1.6010 -5.1592 0.07 -0.06 0.13 0.000
C 5.5825 -0.0208 0.8886 0.08 0.00 -0.08 0.000
C 4.3320 0.5680 1.0335 -0.14 0.10 -0.07 0.000
C -0.8966 -3.6006 -5.8881 -0.01 0.02 -0.01 0.000
C -0.3988 -1.6399 -3.9534 -0.07 0.07 0.06 -0.005
C 1.4749 4.1297 -0.4611 0.05 -0.03 0.11 0.000
C 5.6852 -1.3973 1.0433 -0.05 -0.19 0.04 0.000
C 1.4965 5.0962 1.8083 -0.01 0.02 0.08 0.000
C 4.3823 -0.0605 -4.1720 0.01 0.01 -0.05 0.000
C -4.7868 2.0764 -5.2878 -0.15 0.01 -0.20 0.000
C -4.0503 3.3414 2.7349 -0.06 -0.02 -0.11 0.000
C -5.2997 1.4246 1.7740 -0.03 0.06 0.08 0.000
C -1.8258 6.0259 -1.3495 0.01 -0.08 0.00 0.000
C -0.5061 -3.9663 -4.6099 0.01 0.08 0.08 0.000
C -5.1570 2.7576 -6.4377 0.07 -0.04 0.06 0.000
C -3.8530 -0.4103 2.6135 0.08 0.00 0.01 0.000
C 4.1008 -0.5323 -2.9014 -0.13 0.02 0.06 0.000
C -2.6398 1.4833 1.5652 -0.06 0.17 0.06 0.001
C 4.5697 -2.1774 1.3420 0.05 0.10 -0.04 0.000
C -6.0271 0.9675 0.4619 -0.02 0.00 -0.06 0.000
C -2.7396 0.0239 1.8840 -0.16 0.00 -0.05 0.000
C -3.9981 2.3067 1.6531 0.07 -0.15 -0.04 0.000
C -5.2869 -0.1558 -0.2662 0.07 0.01 -0.02 0.000
C -3.7224 5.8657 4.2880 0.00 0.04 -0.02 0.000
C -0.2591 -2.9885 -3.6485 0.05 -0.09 0.00 0.000
C -2.1410 6.3344 -2.6655 0.01 -0.07 0.00 0.000
C 1.4659 6.0460 4.1522 0.04 -0.01 0.05 0.000
C -2.4193 2.2139 0.1984 -0.10 -0.43 0.05 0.000
C 1.7394 5.1525 0.4449 0.09 0.03 -0.01 0.000
C 3.6093 4.3804 -1.6788 0.05 0.00 0.02 0.000
C -2.2113 -4.6707 -0.5463 0.07 -0.20 0.12 0.001
C 0.7043 2.8489 1.4445 0.17 0.14 -0.17 0.000
C -2.1564 4.6411 5.7572 0.02 0.01 0.02 0.000
C -7.4025 0.4402 0.8918 -0.07 -0.09 0.00 0.000
C -1.2233 -5.3105 0.1956 -0.12 0.04 -0.08 -0.019
C -3.1377 3.4818 3.7032 0.25 -0.06 0.18 0.000
C 2.7815 -0.5788 -2.4486 0.20 -0.04 0.10 0.005
C 0.8191 2.9817 0.0538 -0.32 -0.02 -0.08 0.000
C 0.8641 7.4709 2.2126 -0.03 0.03 -0.02 0.000
C -2.6154 1.8714 -6.2079 0.01 0.13 -0.12 0.000
C -1.6560 1.8957 2.6033 -0.06 -0.06 -0.06 0.000
H 5.4063 -0.0228 -4.5270 -0.01 0.00 0.02 0.000
H 2.3509 3.5234 -3.7900 -0.04 -0.04 0.01 0.000
H 4.0904 4.5919 -2.6389 -0.01 0.00 0.02 0.000
H 6.5146 1.6846 -0.0395 0.00 -0.03 0.01 0.000
H 2.2548 0.2823 1.4255 -0.06 -0.02 0.02 0.000
H -2.7645 -2.7686 -1.4148 -0.02 0.01 -0.01 -0.001
H -1.3376 -1.9568 -7.2035 0.00 0.01 0.01 0.000
H 1.0309 8.3634 2.8248 0.00 -0.02 -0.02 0.000
H -6.0452 2.0799 2.2522 0.05 0.07 0.01 0.000
H -4.6472 5.8486 3.7098 0.03 -0.01 0.01 0.000
H 0.0474 -3.2785 -2.6506 0.00 0.00 -0.02 0.000
H 0.7160 3.2726 -3.1649 -0.10 -0.02 0.03 0.000
H -1.9052 3.7092 6.2675 -0.02 0.01 -0.02 0.000
H 1.6426 6.9524 4.7378 0.00 -0.02 0.00 0.000
H 2.0442 5.8434 -3.4341 0.00 0.01 0.02 0.000
H -5.4530 3.8924 5.1053 0.02 0.00 0.03 0.000
H 3.5496 0.7332 -5.9926 0.00 -0.01 0.02 0.000
H 3.8996 5.9263 2.8444 -0.02 0.02 0.00 0.000
H 3.4414 7.6010 3.2086 -0.01 -0.01 -0.02 0.000
H -2.3688 5.3971 6.5197 0.01 -0.02 -0.01 0.000
H -1.3781 4.5016 0.0661 0.02 0.00 -0.02 0.000
H -7.9381 0.0341 0.0259 0.02 0.02 0.03 0.000
H 2.0490 2.3446 -2.5192 0.07 -0.32 0.02 0.000
H -6.1709 3.1336 -6.5386 0.00 0.00 -0.03 0.000
H -0.4011 -5.0132 -4.3505 0.01 0.01 0.01 0.000
H -1.8765 3.2315 -3.9824 0.01 -0.01 0.02 0.000
H -1.7781 6.8082 -0.5993 0.00 -0.01 0.00 0.000
H -5.8336 -0.0915 3.3523 0.00 0.00 -0.02 0.000
H -3.0946 -5.1899 -0.8920 0.02 -0.01 0.01 0.001
H -2.3998 2.7889 -8.1338 -0.02 0.01 -0.01 0.000
H -4.7380 4.6588 6.5440 0.01 -0.02 -0.03 0.000
H -3.9985 3.6860 -0.2862 -0.05 -0.09 -0.03 0.000
H -3.7541 -1.3470 3.1636 0.01 0.01 0.00 0.000
H 2.1910 6.0546 0.0483 -0.03 -0.05 0.04 0.000
H 4.6449 -3.2502 1.4616 0.01 0.01 -0.01 0.000
H -7.1187 1.8330 -1.1945 0.03 0.01 0.03 0.000
H 4.2168 1.6388 0.8947 -0.01 -0.03 0.01 0.000
H -5.4313 2.3237 -1.1566 0.04 0.00 -0.02 0.000
H -3.8466 6.5850 5.1058 -0.01 -0.02 -0.03 0.000
H 3.9510 3.3975 -1.3397 -0.01 0.04 0.00 0.000
H 3.4879 7.0355 1.5337 -0.01 -0.02 0.03 0.000
H 0.5501 5.7874 -2.4895 0.02 0.00 -0.01 0.000
H -6.5813 3.0365 -0.0099 0.02 -0.05 -0.01 0.000
H -1.8424 -0.5919 1.8846 -0.01 0.05 -0.01 0.000
H -1.3175 -6.3624 0.4373 0.00 0.01 0.01 -0.002
H 0.8859 3.7349 3.3634 0.00 -0.02 -0.02 0.000
H -5.5106 1.9305 -4.4923 0.03 0.01 -0.02 0.000
H -2.3483 7.3582 -2.9567 -0.01 -0.01 0.00 0.000
H -1.2769 4.9649 5.1956 -0.08 -0.03 0.03 0.000
H -2.9261 6.2217 3.6288 -0.01 -0.01 0.04 0.000
H -1.1001 -4.3601 -6.6345 0.00 0.01 0.00 0.000
H 7.2540 1.2023 1.4847 -0.01 0.00 0.01 0.000
H -4.2370 0.0920 -0.4335 -0.07 0.01 -0.02 0.000
H -0.1879 7.1870 2.2943 0.02 0.00 0.01 0.000
H 0.4266 5.7486 4.2970 0.03 0.02 -0.03 0.000
H -8.0139 1.2432 1.3219 0.03 -0.04 -0.01 0.000
H -4.3250 2.9841 6.1063 0.00 0.02 -0.01 0.000
H 1.9906 6.5875 -1.8374 -0.02 -0.04 -0.02 0.000
H 4.8977 -0.8716 -2.2530 0.06 -0.01 0.06 0.000
H 3.9382 5.1279 -0.9521 0.00 -0.03 -0.05 0.000
H 1.0579 7.7292 1.1694 0.00 -0.01 0.02 0.000
H 2.5669 -0.9694 -1.4603 -0.01 0.00 0.07 0.004
H 1.2283 0.6559 -5.1703 0.02 -0.02 0.03 0.000
H -4.9444 3.9634 2.7358 0.02 -0.02 -0.02 0.000
H -0.8882 -0.2358 -5.4726 -0.05 0.00 -0.08 0.000
H 0.6593 -5.0871 1.2241 -0.04 0.05 -0.03 0.000
H -5.7603 -0.3374 -1.2387 0.00 -0.03 0.02 0.000
H -5.3155 -1.0762 0.3206 0.03 0.03 0.00 0.000
H -1.1504 2.7990 4.4316 -0.03 -0.01 -0.03 0.000
H -1.5758 1.5746 -6.1655 0.05 0.00 0.06 0.000
H 6.6527 -1.8749 0.9226 -0.03 0.00 0.00 0.000
H -2.4054 5.5274 -4.6429 0.00 -0.01 0.01 0.000
H 2.1026 5.2542 4.5547 -0.01 0.02 -0.02 0.000
H 7.5440 0.2486 0.0306 -0.02 0.00 0.01 0.000
H -7.2941 -0.3514 1.6354 -0.03 0.02 -0.04 0.000
```
Positions in Å, forces in eV/Å.

LUMO energy (spin up / spin down) = 3.674 / 3.674 eV
HOMO level (spin up / spin down) = -0.198 / -0.193 eV
frontier orbital gap (spin up / spin down) = 3.87 / 3.87 eV
total charge = -2
spin multiplicity = 2